# C21H27NO5S

A structure of composition C21H27NO5S in a non-equilibrium geometry (wB97M-V/def2-TZVPD, the Open Molecules 2025 dataset).

Properties
**Largest force on an atom**: 0.318 hartree/bohr
**HOMO energy**: -7.73 eV

Structure (XYZ):
```
55
Properties=species:S:1:pos:R:3:forces:R:3
C 4.2355 4.3866 -0.1475 7.7427 -7.6902 -4.1613
C 3.7928 2.8510 0.1278 4.4228 3.5224 5.6645
C 3.3071 2.6679 1.6615 5.6412 7.2398 0.0723
C 2.8604 1.3877 1.9239 3.7827 -2.6584 -0.8549
O 1.9470 1.0638 1.0512 -9.6438 1.1861 -2.3127
C 0.5929 1.8613 1.2785 0.2595 -0.4474 1.2021
C 0.1629 2.6726 2.3714 12.5417 -6.2226 -1.2065
C -1.0053 2.9589 2.6029 -11.0029 5.4055 2.8461
C -1.9094 2.8785 1.5681 -2.8597 0.3916 -3.9719
C -1.5859 2.1944 0.2957 -4.1970 4.7076 6.8665
C -0.4675 1.6187 0.4409 10.0620 -4.0592 -5.4932
C 0.1718 0.9347 -0.8141 1.6885 -0.3900 -7.6466
O 1.0661 1.4816 -1.8612 -5.0404 -2.6362 6.8301
N -0.4461 -0.3196 -1.1692 6.7174 5.7929 -2.3275
C 0.2340 -1.0348 -2.3680 -14.0070 5.3024 1.8446
C 0.3672 -2.3042 -2.2289 3.6451 -12.5667 -0.6573
H 1.2518 -2.7291 -3.0237 -2.3828 0.9584 2.3403
H 0.6126 -2.6228 -1.2238 0.2965 -0.4155 0.2003
S -1.1709 -3.4455 -2.7180 1.0158 9.4460 -0.8041
O -1.9336 -3.7424 -1.6013 -1.9609 -2.8732 3.3767
O -0.7224 -4.2358 -3.7567 0.7579 -3.4177 -2.6770
C -2.1083 -1.6797 -3.3276 9.2257 -6.4535 -11.8426
C -0.9608 -0.8346 -3.5202 3.2047 3.0383 -0.3904
H -1.3462 0.3281 -3.6262 1.7659 -2.8609 0.0921
H -0.2375 -1.2646 -4.3064 -1.9726 1.2348 -0.2018
H -2.7597 -1.5952 -2.7246 -8.8899 1.6892 7.7449
H -2.3422 -2.0604 -4.4935 -0.4805 1.0255 3.4304
H 0.9580 -0.5212 -2.5574 8.1508 5.9460 -2.4445
C -1.3070 -0.8080 -0.2938 -6.2622 -4.1775 0.6113
C -0.7613 -0.9878 1.0355 4.8149 -2.8137 3.6807
C 0.4187 -1.5747 1.6923 -5.7244 3.0174 0.2178
C 0.5340 -1.3131 3.0411 -10.5367 3.1711 -4.2659
C -0.8282 -0.6890 3.2636 5.5196 -1.2948 -1.1932
O -1.3758 -0.4764 2.0406 -3.6679 1.4372 3.8926
C -1.3462 -0.1364 4.4942 -7.6447 -11.0716 -6.8934
H -2.4648 -0.8203 4.8537 3.0303 2.2046 -1.1218
H -1.5556 0.7386 4.4702 -3.5555 10.9410 -1.2550
H -0.8970 -0.1449 5.2751 6.7227 -1.5345 9.0694
H 1.1474 -1.5040 3.7481 4.2894 -1.4878 4.3433
H 1.1505 -1.8443 1.1852 6.4622 -2.9976 -4.7276
H -1.5943 -1.8848 -0.7950 0.0411 2.5201 1.9101
H -2.3855 -0.1647 -0.1629 2.7184 -1.8166 -0.4184
H -2.2500 2.2336 -0.4657 -1.6658 -0.2641 -2.3763
H -2.8768 3.4559 1.4699 1.0994 -0.7865 0.9716
H -1.3194 3.5797 3.5579 0.6368 -1.5970 -1.8770
H 0.8432 2.4740 3.1575 0.9847 1.2066 1.2879
H 2.5865 1.3248 2.8899 -0.8504 -1.2028 3.7133
H 3.6024 0.6528 1.5217 0.5040 0.2123 1.6321
H 2.6380 3.4607 1.9777 -0.8825 -0.0151 -0.5338
H 4.2109 3.1130 2.4656 -1.8565 -1.8765 -2.2188
H 4.6396 2.1838 0.0656 0.0616 -0.3349 -0.6608
H 3.0027 2.6362 -0.3906 -4.1333 -1.5418 -3.6418
H 3.4839 4.8739 0.0361 -7.8117 5.8314 1.7987
H 5.1134 4.6844 0.4104 0.0108 -0.0026 0.3408
H 4.5436 4.4514 -1.2862 -0.7876 0.0789 2.1954
```
Forces are in eV/Å.

These are the Löwdin partial charges, in e, on atoms 1 to 4: -0.05, -0.13, -0.20, -0.40

# C21H28ClIN5O2RhSTe

A structure of composition C21H28ClIN5O2RhSTe in a non-equilibrium geometry (wB97M-V/def2-TZVPD, the Open Molecules 2025 dataset).

Properties
**Charge**: +2
**Largest force on an atom**: 0.081 hartree/bohr
**HOMO energy (spin up / spin down)**: -12.27 / -12.28 eV

Structure (XYZ):
```
61
Properties=species:S:1:pos:R:3:forces:R:3
Rh 0.5226 -0.9914 -0.4887 1.4014 0.4360 0.2343
Cl 7.5915 0.0311 -0.1972 0.4350 0.0461 -0.1760
C 5.9633 -0.2043 0.2464 -0.8256 -0.1413 0.3941
C 5.5855 -0.0072 1.5674 0.6629 -0.1041 -0.8579
C 4.2729 -0.1819 1.9519 -1.7283 -0.2006 -0.4354
I 3.6589 0.0621 3.9358 0.1908 -0.0008 -0.2082
C 3.2375 -0.4912 1.0223 3.3026 0.4079 -0.6918
O 2.0356 -0.5846 1.3733 -4.0427 -0.8194 -0.7401
C 3.6399 -0.6887 -0.3605 0.2146 0.2262 2.0194
N 2.6699 -0.9993 -1.2416 -2.2454 -0.5440 -0.0998
C 2.9921 -1.2510 -2.4971 -0.0162 -0.1760 -0.4235
C 4.3096 -1.1997 -2.9568 0.0422 0.1654 0.0959
C 5.3172 -0.8685 -2.0802 -0.3122 -0.0507 0.0221
C 5.0002 -0.5894 -0.7384 0.4253 0.1409 0.2651
H 6.3293 0.2897 2.2935 0.0524 -0.0417 -0.0149
H 2.1820 -1.5170 -3.1666 0.0640 -0.0401 0.0545
H 4.5250 -1.4124 -3.9917 -0.0394 -0.0348 -0.0706
H 6.3447 -0.8361 -2.4069 0.0951 0.0360 -0.0297
C -1.3399 -2.4666 -4.1736 0.4100 -0.0971 0.3753
Te -1.4057 -1.0720 -2.5233 1.0863 -0.0557 -0.0092
C -0.3729 0.5660 -3.4615 -0.1878 -0.0978 0.0446
H -0.3768 -2.5110 -4.6688 0.1698 0.1041 0.0766
H -2.1021 -2.2103 -4.9023 -0.1541 0.3120 0.1184
H -1.5737 -3.4457 -3.7646 -0.0047 -0.0428 0.0842
H -1.0836 1.2472 -3.9130 -0.1742 0.0319 -0.0177
H 0.3005 0.1951 -4.2254 0.0420 -0.1956 -0.0293
H 0.1963 1.0876 -2.6973 -0.0347 0.0157 0.1022
C -3.0788 -3.3033 1.4731 -0.6693 -0.5813 -0.3978
N -2.0495 -2.5920 2.1745 0.8000 0.5993 0.1987
C -2.2016 -1.9750 3.3821 0.1042 0.0726 0.3313
C -0.9978 -1.4448 3.7274 -0.1981 0.0370 -0.0238
N -0.1271 -1.7360 2.7225 -0.5984 -0.2748 -0.0734
C -0.7746 -2.4370 1.7686 0.0327 0.0393 0.3561
S -0.1188 -3.1066 0.3408 0.7425 0.9170 -0.9085
H -4.0403 -2.8388 1.6825 0.0541 0.0059 0.0041
H -3.1107 -4.3464 1.7976 0.0113 0.1226 -0.0548
H -2.8832 -3.2712 0.4018 0.0049 0.0177 0.1125
H -3.1403 -1.9682 3.8979 -0.1293 -0.0398 0.1359
H -0.7011 -0.9061 4.6026 0.0376 0.1686 0.1552
H 0.8328 -1.4041 2.6527 0.3717 -0.0026 -0.2686
C 0.3744 2.0441 1.1139 0.1637 -0.3741 -0.2583
N -1.0050 2.3762 0.8339 -0.0594 -0.1485 -0.1542
C -1.4047 3.7283 1.1970 -0.3103 0.3066 0.1003
C -2.8986 3.7851 1.4638 0.1028 -0.0737 -0.2492
C -3.6104 3.1938 0.2575 -0.0188 0.5266 0.2730
N -3.0969 1.8669 -0.0322 0.1441 -0.1481 0.0040
C -4.0279 0.9822 -0.6918 -0.0726 -0.3730 -0.1623
C -1.8231 1.5078 0.2075 0.2073 0.4365 0.4326
O -1.4190 0.3602 -0.1495 0.5290 -1.0997 -0.0839
H 0.5395 1.9609 2.1923 0.0686 -0.0267 -0.1030
H 1.0344 2.8141 0.7074 -0.0147 -0.0114 0.0603
H 0.6261 1.0805 0.6510 0.0063 0.6190 0.3799
H -1.1422 4.4199 0.3871 0.0594 -0.0304 0.0992
H -0.8383 4.0169 2.0850 -0.0311 -0.0214 -0.0869
H -3.2118 4.8167 1.6178 -0.0063 -0.0354 0.0165
H -3.1422 3.2114 2.3587 -0.0200 0.0061 0.0384
H -3.4783 3.8447 -0.6158 -0.0616 -0.0640 0.0435
H -4.6825 3.1043 0.4441 0.0872 -0.0057 -0.0233
H -4.9001 0.8163 -0.0584 -0.0227 0.0322 0.0149
H -3.5559 0.0253 -0.8982 -0.1183 0.1270 0.0604
H -4.3661 1.4233 -1.6305 -0.0255 -0.0030 -0.0508
```
Forces are in eV/Å.

These are the Löwdin partial charges, in e, on atoms 1 to 4: 0.66, 0.77, -0.61, -0.15

Q: Which value of largest force on an atom does entry 2 give?
A: 0.081 hartree/bohr